Entry from OMol25: C5H10N2O as an isolated structure (ωB97M-V/def2-TZVPD).

```
! wB97M-V def2-TZVPD RIJCOSX def2/J DEFGRID3
* xyz 0 1
C -0.63565 0.10057 -0.40844
C 0.44444 1.15483 -0.41825
C -1.73744 -0.03103 -1.39640
C -0.78848 -0.41077 1.37125
N 1.45627 0.12706 -0.22724
C 0.35696 -0.97719 -0.15950
N 2.56284 0.33211 0.58608
O 0.44690 -2.17932 -0.31653
H 3.33382 -0.21861 0.22139
H 2.39871 0.08206 1.56120
H 0.53888 1.62816 -1.40141
H 0.39115 1.93272 0.35007
H -2.39476 0.83805 -1.38031
H -1.31056 -0.15083 -2.39735
H -2.31302 -0.93565 -1.19848
H -1.19430 0.53176 1.73454
H -0.00172 -0.64237 2.08928
H -1.55404 -1.18158 1.39010
*
```

Properties
LUMO energy ... 0.80 eV
HOMO-LUMO gap ... 9.48 eV